{
  "formula": "C26H42ClN3O8",
  "method": "ωB97M-V/def2-TZVPD",
  "charge": 0,
  "largest_force_ev_per_a": 2.4,
  "smiles": "CC(=O)OCCCC[C@]1(C)OC(=O)O[C@]1(Cl)Cc1ccccc1.CNC(C)=O.CNC(C)=O.CNC(C)=O",
  "homo_lumo_gap_ha": 0.35982,
  "symbols": ["Cl", "O", "O", "O", "O", "O", "O", "O", "O", "N", "N", "N", "C", "C", "C", "C", "C", "C", "C", "C", "C", "C", "C", "C", "C", "C", "C", "C", "C", "C", "C", "C", "C", "C", "C", "C", "C", "C", "H", "H", "H", "H", "H", "H", "H", "H", "H", "H", "H", "H", "H", "H", "H", "H", "H", "H", "H", "H", "H", "H", "H", "H", "H", "H", "H", "H", "H", "H", "H", "H", "H", "H", "H", "H", "H", "H", "H", "H", "H", "H"],
  "positions_angstrom": [[-1.38351, 1.66377, -1.92476], [-6.45892, -2.66409, 0.46268], [2.53379, 2.99649, -3.00854], [-1.30167, -0.96494, 0.97840], [-2.74488, 0.16138, 2.37160], [5.75678, 4.73445, 1.68214], [-2.43004, 0.83719, 0.23195], [2.59820, -3.61266, 1.41036], [3.66161, 1.28854, -2.00634], [-7.34742, -2.12857, 2.44929], [7.52216, 5.06527, 0.34258], [1.34316, -3.03914, 3.17433], [-5.19620, 1.56296, -4.23887], [1.01916, -0.81551, -2.15124], [-3.70364, 0.08345, -2.53506], [0.58904, -3.25237, 4.39560], [-6.29967, -2.21157, 1.58538], [-4.65446, 0.94020, -2.01580], [1.97941, -5.39179, 2.88680], [2.57825, -0.94534, -2.10875], [6.52051, 4.29098, 0.84033], [-4.95662, -1.72642, 2.07023], [-1.75325, 0.23223, -0.91140], [-7.35055, -1.62400, 3.80963], [2.64570, 3.06925, -0.65224], [2.00709, -3.95592, 2.42276], [-3.51527, -0.05101, -3.88697], [-0.59588, -0.42590, -0.17116], [0.34776, 0.63718, 0.48695], [-5.40983, 1.69151, -2.89032], [3.16370, 0.27159, -2.88416], [-2.19433, 0.01881, 1.31232], [0.32290, -1.40245, -0.89415], [8.51766, 4.71530, -0.65338], [-4.27105, 0.70071, -4.76459], [2.92684, 2.43853, -2.01392], [-2.85082, -0.70279, -1.53799], [6.39949, 2.88255, 0.31140], [2.88835, -0.85167, -1.06387], [1.36189, 0.59477, 0.07894], [2.43228, -5.47971, 3.87521], [-6.13574, 2.38033, -2.46897], [-5.00790, -0.67032, 2.32904], [-4.63432, -2.30592, 2.93618], [-2.75286, -0.75647, -4.20990], [-3.52429, -1.06957, -0.76064], [4.02135, -0.08751, -3.46651], [0.63960, -1.28966, -3.06057], [-4.74122, 1.00483, -0.93602], [1.40170, -2.10206, 2.80770], [3.04201, 2.48574, 0.18076], [2.90092, -1.87207, -2.58551], [2.54806, -5.99986, 2.18955], [-0.44204, -2.93118, 4.23797], [8.39172, 3.69652, -1.00348], [-7.68138, -2.41618, 4.48394], [1.58657, 3.30590, -0.54293], [8.43043, 5.39757, -1.50078], [0.95352, -5.76132, 2.91479], [-0.00973, 1.65879, 0.32732], [-5.78426, 2.18193, -4.91316], [0.81521, 0.25892, -2.19100], [-8.05036, -0.78930, 3.87960], [-6.36504, -1.28734, 4.11311], [-4.11724, 0.58619, -5.83213], [7.30639, 2.31662, 0.52838], [2.41939, 0.62833, -3.59986], [-2.38863, -1.54989, -2.05643], [5.56185, 2.39000, 0.79595], [1.10005, -1.70595, -0.18157], [-4.22492, -1.85432, 1.27895], [7.54562, 5.99209, 0.73754], [-0.22772, -2.31491, -1.16250], [1.02577, -2.65059, 5.19440], [0.59560, -4.29560, 4.69238], [9.51250, 4.82315, -0.21747], [3.16468, 4.03627, -0.67206], [0.42293, 0.50353, 1.57050], [6.21768, 2.90067, -0.76450], [-8.21363, -2.46858, 2.06253]]
}


{
  "formula": "C26H42ClO16",
  "method": "ωB97M-V/def2-TZVPD",
  "charge": -1,
  "largest_force_ev_per_a": 5.1,
  "homo_lumo_gap_ha": 0.34467,
  "symbols": ["Cl", "O", "O", "O", "O", "O", "O", "O", "O", "O", "O", "O", "O", "O", "O", "O", "O", "C", "C", "C", "C", "C", "C", "C", "C", "C", "C", "C", "C", "C", "C", "C", "C", "C", "C", "C", "C", "C", "C", "C", "C", "C", "C", "H", "H", "H", "H", "H", "H", "H", "H", "H", "H", "H", "H", "H", "H", "H", "H", "H", "H", "H", "H", "H", "H", "H", "H", "H", "H", "H", "H", "H", "H", "H", "H", "H", "H", "H", "H", "H", "H", "H", "H", "H", "H"],
  "positions_angstrom": [[-2.77927, -20.45035, 9.45284], [-3.79338, -15.05895, 6.76491], [-5.31417, -14.36483, 10.79082], [-3.15196, -17.41561, 13.29986], [-5.58219, -24.92867, 12.65052], [-1.89637, -15.25836, 5.50858], [-6.71880, -18.36023, 5.63448], [-2.18330, -23.84533, 4.28424], [-8.86581, -18.26418, 4.94439], [-6.17761, -23.34453, 7.03698], [-4.08625, -22.81622, 3.52727], [-1.66827, -19.60557, 9.58446], [-7.42442, -24.99121, 14.00008], [-3.91482, -19.73392, 8.88718], [-2.42318, -21.50200, 8.56777], [-3.21273, -21.09085, 10.68494], [-6.20377, -25.43459, 7.80623], [-2.66255, -15.55767, 6.62234], [-4.63185, -16.70205, 10.43865], [-2.91669, -17.95996, 15.62118], [-7.98575, -17.88566, 5.70180], [-6.81670, -17.22444, 7.64613], [-6.35626, -24.49473, 13.70666], [-2.92815, -22.81381, 4.24039], [-5.75580, -23.55394, 9.26223], [-5.85181, -17.68203, 6.48671], [-2.88301, -14.81336, 10.76577], [-6.35318, -22.07593, 7.47219], [-4.23186, -24.38732, 12.68680], [-1.89498, -16.45234, 7.57761], [-2.49844, -19.67222, 13.61338], [-8.07059, -16.91055, 6.83949], [-0.81440, -16.83414, 6.57704], [-6.47097, -22.22360, 8.93118], [-5.66967, -23.12624, 14.16211], [-4.37212, -15.14327, 10.59634], [-3.87187, -20.60264, 4.51334], [-2.79958, -21.57751, 5.08823], [-4.65267, -22.97819, 13.05998], [-0.52995, -15.79780, 5.56821], [-4.83274, -21.63419, 3.80156], [-2.82942, -18.25623, 14.12221], [-6.02833, -24.25157, 7.93329], [-4.72707, -23.34179, 9.55346], [-5.46832, -21.50718, 7.18644], [0.22953, -15.08576, 5.89115], [-6.02296, -23.97826, 10.23006], [-6.39109, -16.24414, 7.86050], [-4.97740, -22.51736, 12.12709], [-6.86392, -17.93091, 8.47486], [-2.53041, -14.91771, 9.73967], [-8.04079, -15.91523, 6.39615], [-3.36754, -20.31862, 13.73558], [-2.21161, -19.65273, 12.56198], [-0.24686, -16.09032, 4.55708], [-8.99353, -17.00251, 7.41205], [-7.10548, -21.56171, 6.87408], [-2.81246, -13.79372, 11.14450], [-5.32662, -16.88147, 5.96578], [-5.68931, -16.94496, 10.33439], [-1.01964, -17.82263, 6.16609], [-4.35142, -20.04223, 5.31589], [-5.77940, -21.84274, 4.29998], [-3.58918, -24.83769, 13.44326], [-4.29792, -17.33253, 11.26272], [-4.06192, -16.91070, 9.53325], [-3.72314, -22.47448, 13.32520], [0.07182, -17.00972, 7.18687], [-5.26861, -23.24674, 15.16846], [-3.13030, -18.91130, 16.10844], [-1.76696, -21.23242, 5.14027], [-3.67777, -24.44550, 11.74995], [-5.06210, -21.01209, 2.93641], [-1.98397, -17.57749, 16.03574], [-3.02715, -21.89485, 6.10588], [-5.07917, -18.31440, 6.92403], [-2.36231, -17.34994, 7.98260], [-3.56215, -19.81998, 3.82080], [-1.65149, -20.06671, 14.17477], [-6.22555, -22.19233, 14.07902], [-7.46277, -22.10387, 9.36718], [-1.42193, -15.96261, 8.42878], [-2.41626, -15.50365, 11.46844], [-3.73088, -17.33181, 15.98260], [-5.92276, -21.47682, 9.50554]]
}